a) Computed, not measured: 2 unconnected molecules or ions with the total composition C5H16NO, with ωB97M-V with the def2-TZVPD basis set.

Output
- Net charge: +1
- HOMO: -14.7 eV

Last column: Löwdin charge in e.
Positions of all 23 atoms, in Å:
C1 -0.071 -1.415 2.358  -0.06
C2 -0.159 -0.533 1.162  -0.30
C3 -0.153 -1.421 -0.142  -0.15
C4 -0.349 -0.653 -1.532  -0.24
C5 -1.601 0.233 -1.406  -0.12
N1 1.149 0.479 1.036  0.23
H1 -0.173 -0.852 3.298  0.10
H2 -0.829 -2.138 2.287  0.09
H3 0.962 -1.848 2.328  0.11
H4 -1.076 0.067 1.274  0.14
H5 -0.987 -2.097 -0.203  0.12
H6 0.931 -1.809 -0.140  0.14
H7 -0.651 -1.526 -2.156  0.10
H8 0.435 -0.083 -2.179  0.14
H9 -2.147 0.552 -2.328  0.10
H10 -1.195 1.182 -1.043  0.06
H11 -2.292 -0.219 -0.745  0.06
H12 1.648 0.126 1.896  0.16
H13 1.808 0.267 0.299  0.14
H14 0.954 1.506 1.048  0.17
H15 1.938 3.622 -1.984  0.07
H16 0.662 3.563 -1.310  0.00
O1 1.197 2.995 -1.817  -0.06


b) Computed, not measured: 2 unconnected molecules or ions with the total composition C5H16NO, with ωB97M-V with the def2-TZVPD basis set.

Output
- Net charge: +1
- HOMO: -15.0 eV

Last column: Löwdin charge in e.
Positions of all 23 atoms, in Å:
C1 -1.320 0.769 1.496  -0.06
C2 -0.625 -0.258 0.629  -0.28
C3 -0.406 0.227 -0.916  -0.28
C4 -1.601 0.965 -1.510  -0.10
C5 0.913 1.239 -1.024  -0.02
N1 0.710 -0.649 1.310  0.21
H1 -2.275 1.125 1.085  0.09
H2 -0.793 1.819 1.487  0.13
H3 -1.389 0.544 2.530  0.07
H4 -1.273 -1.140 0.593  0.15
H5 -0.384 -0.675 -1.499  0.12
H6 -1.615 0.872 -2.582  0.09
H7 -1.914 2.019 -1.226  0.12
H8 -2.444 0.437 -1.091  0.07
H9 0.549 1.967 -1.692  0.05
H10 1.875 0.838 -1.276  0.06
H11 0.989 1.835 -0.078  0.08
H12 1.205 0.100 0.932  0.08
H13 1.302 -1.496 1.007  0.15
H14 0.571 -0.753 2.360  0.20
H15 2.450 -3.999 -0.059  0.12
H16 3.124 -2.804 -0.501  0.04
O1 2.351 -2.983 0.024  -0.08


Stability, lowest: a)


a) Computed, not measured: a single C17H27N5O3 molecule, with ωB97M-V with the def2-TZVPD basis set.

Output
- HOMO: -9.1 eV

Last column: Löwdin charge in e.
Positions of all 52 atoms, in Å:
C1 0.882 6.457 -1.040  -0.12
C2 1.471 5.217 -1.700  -0.28
C3 1.053 3.933 -0.997  -0.21
C4 1.642 2.700 -1.665  -0.15
N1 1.270 1.474 -0.980  -0.14
C5 0.154 0.728 -1.124  0.01
C6 0.263 -0.235 -0.155  -0.25
C7 -0.610 -1.428 0.156  -0.37
C8 0.178 -2.683 -0.223  -0.02
C9 -1.888 -1.386 -0.687  -0.14
O1 -2.651 -0.215 -0.473  -0.12
C10 -3.015 -0.088 0.889  -0.17
C11 -1.801 -0.093 1.802  -0.10
N2 -1.026 -1.315 1.579  0.05
C12 -0.984 -2.327 2.485  -0.35
O2 -0.633 -3.468 2.244  0.07
C13 -1.441 -2.004 3.913  -0.20
O3 -0.854 -0.794 4.416  -0.10
N3 -0.613 -0.962 5.792  0.13
C14 -0.733 -2.190 6.091  -0.31
C15 -0.486 -2.670 7.478  -0.02
C16 -1.053 -3.077 4.918  -0.26
C17 -2.119 -4.133 5.157  -0.04
N4 1.424 -0.025 0.516  0.09
N5 2.020 1.013 0.020  0.05
H1 1.192 7.367 -1.552  0.07
H2 -0.209 6.423 -1.048  0.07
H3 1.203 6.533 0.001  0.07
H4 1.160 5.176 -2.749  0.11
H5 2.563 5.286 -1.706  0.11
H6 1.378 3.953 0.047  0.12
H7 -0.039 3.852 -0.989  0.12
H8 1.309 2.620 -2.701  0.13
H9 2.731 2.741 -1.660  0.13
H10 -0.606 0.950 -1.852  0.13
H11 0.516 -2.545 -1.252  0.10
H12 1.052 -2.797 0.411  0.09
H13 -0.424 -3.584 -0.153  0.08
H14 -1.642 -1.413 -1.748  0.14
H15 -2.481 -2.278 -0.442  0.14
H16 -3.559 0.852 0.981  0.13
H17 -3.686 -0.913 1.169  0.13
H18 -1.169 0.774 1.602  0.13
H19 -2.118 -0.019 2.836  0.11
H20 -2.536 -1.887 3.915  0.16
H21 0.375 -3.342 7.495  0.09
H22 -0.291 -1.826 8.136  0.08
H23 -1.344 -3.230 7.853  0.08
H24 -0.133 -3.572 4.589  0.16
H25 -1.800 -4.852 5.913  0.08
H26 -3.054 -3.677 5.492  0.09
H27 -2.307 -4.680 4.233  0.08


b) Computed, not measured: a single C17H27N5O3 molecule, with ωB97M-V with the def2-TZVPD basis set.

Output
- HOMO: -9.2 eV

Last column: Löwdin charge in e.
Positions of all 52 atoms, in Å:
C1 6.852 0.220 -2.472  -0.12
C2 5.478 0.857 -2.625  -0.28
C3 4.360 -0.050 -2.129  -0.21
C4 2.991 0.595 -2.288  -0.14
N1 1.918 -0.275 -1.840  -0.14
C5 1.425 -0.438 -0.598  0.01
C6 0.485 -1.429 -0.733  -0.21
C7 -0.410 -2.034 0.318  -0.37
C8 0.343 -2.226 1.639  -0.02
C9 -0.880 -3.453 -0.064  -0.16
O1 -1.853 -3.544 -1.071  -0.11
C10 -2.995 -2.804 -0.711  -0.18
C11 -2.638 -1.346 -0.552  -0.10
N2 -1.620 -1.178 0.494  0.05
C12 -1.504 0.018 1.139  -0.36
O2 -0.473 0.416 1.654  0.07
C13 -2.780 0.862 1.252  -0.20
O3 -3.029 1.498 -0.015  -0.09
N3 -3.500 2.801 0.226  0.13
C14 -3.339 3.086 1.452  -0.31
C15 -3.725 4.417 1.994  -0.02
C16 -2.671 1.999 2.252  -0.26
C17 -3.289 1.704 3.610  -0.04
N4 0.472 -1.817 -2.035  0.08
N5 1.340 -1.118 -2.696  0.05
H1 7.641 0.880 -2.833  0.07
H2 7.061 -0.010 -1.425  0.07
H3 6.913 -0.713 -3.034  0.07
H4 5.447 1.805 -2.078  0.11
H5 5.301 1.104 -3.676  0.11
H6 4.368 -0.993 -2.681  0.12
H7 4.522 -0.298 -1.075  0.12
H8 2.928 1.524 -1.720  0.13
H9 2.790 0.822 -3.334  0.13
H10 1.735 0.159 0.240  0.13
H11 0.995 -3.096 1.538  0.10
H12 0.944 -1.368 1.912  0.07
H13 -0.366 -2.421 2.444  0.10
H14 -0.013 -4.014 -0.409  0.14
H15 -1.265 -3.920 0.854  0.13
H16 -3.723 -2.926 -1.512  0.13
H17 -3.425 -3.194 0.224  0.13
H18 -2.250 -0.969 -1.503  0.14
H19 -3.525 -0.769 -0.307  0.12
H20 -3.639 0.225 1.499  0.15
H21 -2.856 4.910 2.437  0.09
H22 -4.126 5.044 1.202  0.08
H23 -4.475 4.311 2.779  0.08
H24 -1.616 2.265 2.380  0.15
H25 -3.212 2.567 4.273  0.08
H26 -4.344 1.440 3.514  0.09
H27 -2.768 0.874 4.089  0.09


Stability, lowest: a)


a) Computed, not measured: 2 unconnected molecules or ions with the total composition C5H13N, with ωB97M-V with the def2-TZVPD basis set.

Output
- Net charge: +1
- Multiplicity: 2
- HOMO (spin up / spin down): -13.9 / -13.9 eV

Last column: Löwdin charge in e.
Positions of all 19 atoms, in Å:
C1 2.668 -1.609 -2.194  -0.12
C2 2.231 -1.051 -0.845  -0.33
C3 0.728 -1.108 -0.664  -0.15
H1 3.720 -1.332 -2.311  0.08
H2 2.059 -1.211 -3.003  0.07
H3 2.572 -2.695 -2.231  0.08
H4 2.727 -0.108 -0.598  0.10
H5 2.641 -1.727 -0.078  0.11
H6 0.357 -2.135 -0.711  0.08
H7 0.480 -0.947 0.400  0.05
H8 0.118 -0.455 -1.295  0.06
C4 -3.321 2.222 2.565  0.22
C5 -2.565 1.399 1.777  -0.11
N1 -1.523 1.812 1.002  0.21
H9 -3.157 3.293 2.492  0.11
H10 -4.167 1.837 3.115  0.11
H11 -2.633 0.315 1.837  0.15
H12 -1.884 2.429 0.267  0.16
H13 -1.052 1.070 0.473  0.12


b) Computed, not measured: a gas-phase ion, C5H13N (charge +1), with ωB97M-V with the def2-TZVPD basis set.

Output
- Net charge: +1
- Multiplicity: 2
- HOMO (spin up / spin down): -15.1 / -15.4 eV

Last column: Löwdin charge in e.
Positions of all 19 atoms, in Å:
C1 0.042 1.270 0.895  -0.17
C2 1.222 2.059 1.354  -0.13
C3 0.723 0.135 -0.272  -0.03
N1 -0.536 -0.718 -0.478  -0.13
C4 -0.974 -0.735 -1.871  -0.04
C5 -0.736 -2.006 0.118  -0.03
H1 -0.845 1.689 0.466  0.09
H2 -0.405 0.628 1.645  0.09
H3 1.851 1.390 2.006  0.09
H4 1.857 2.435 0.479  0.11
H5 0.923 2.919 2.052  0.11
H6 1.468 -0.418 0.393  0.14
H7 1.242 0.467 -1.166  0.12
H8 -1.338 0.376 -1.897  0.15
H9 -1.885 -1.282 -2.100  0.09
H10 -0.353 -1.181 -2.688  0.14
H11 -0.793 -1.895 1.196  0.10
H12 -1.642 -2.474 -0.387  0.13
H13 0.179 -2.658 0.253  0.15


Stability, lowest: b)


a) Computed, not measured: a molecular structure, C6H9N3O, with ωB97M-V with the def2-TZVPD basis set.

Output
- HOMO: -9.0 eV

Last column: Löwdin charge in e.
Positions of all 19 atoms, in Å:
N1 0.329 2.059 0.091  0.11
C1 0.162 0.635 -0.006  -0.38
C2 1.535 0.023 -0.042  -0.49
N2 2.299 -0.385 0.914  0.13
C3 -0.905 0.034 0.983  -0.21
N3 -1.908 0.561 0.014  0.03
C4 -0.935 0.070 -1.005  -0.20
C5 -0.837 -1.427 -0.713  -0.03
C6 -0.814 -1.455 0.628  -0.03
H1 0.952 2.413 -0.630  0.09
H2 -0.572 2.516 -0.018  0.08
H3 -0.965 0.350 2.030  0.14
H4 -2.777 0.027 0.019  0.11
H5 -1.025 0.431 -2.035  0.14
H6 -0.747 -2.237 -1.435  0.11
H7 -0.690 -2.289 1.316  0.11
O1 2.061 -0.298 -1.206  0.02
H8 1.831 -0.321 1.815  0.06
H9 3.008 -0.706 -0.722  0.23


b) Computed, not measured: a single C6H9N3O molecule, with ωB97M-V with the def2-TZVPD basis set.

Output
- HOMO: -8.7 eV

Last column: Löwdin charge in e.
Positions of all 19 atoms, in Å:
C1 -3.386 1.109 0.075  -0.05
C2 -2.193 0.214 0.015  -0.35
C3 -2.034 -0.965 -0.673  -0.06
N1 -0.759 -1.392 -0.390  0.09
C4 -0.186 -0.477 0.427  -0.37
C5 1.222 -0.577 0.909  -0.05
C6 2.249 -0.084 -0.092  -0.49
N2 2.129 1.026 -0.762  0.11
N3 -1.032 0.498 0.700  0.15
H1 -3.140 2.115 -0.296  0.08
H2 -4.206 0.705 -0.532  0.07
H3 -3.746 1.218 1.109  0.08
H4 -2.734 -1.570 -1.241  0.11
H5 -0.343 -2.266 -0.685  0.16
H6 1.332 0.007 1.835  0.14
H7 1.484 -1.615 1.152  0.12
O1 3.482 -0.111 0.373  -0.04
H8 1.173 1.185 -1.075  0.06
H9 3.683 0.968 -0.095  0.25


c) Computed, not measured: 3 unconnected molecules or ions with the total composition C6H9N3O, with ωB97M-V with the def2-TZVPD basis set.

Output
- HOMO: -9.3 eV

Last column: Löwdin charge in e.
Positions of all 19 atoms, in Å:
C1 1.748 0.351 2.450  -0.13
N1 0.890 -0.381 1.550  0.05
C2 0.804 -0.081 0.314  -0.37
N2 -0.016 -0.794 -0.516  0.01
C3 -1.220 -1.395 0.020  -0.22
C4 -2.269 -1.490 -1.001  -0.11
C5 -3.106 -1.271 -1.849  0.11
C6 1.123 1.277 -0.214  -0.13
N3 2.012 2.020 -0.574  0.12
H1 2.681 -0.210 2.613  0.09
H2 2.005 1.372 2.123  0.07
H3 1.246 0.431 3.425  0.08
H4 0.037 -0.601 -1.515  0.13
H5 -0.979 -2.388 0.436  0.12
H6 -1.617 -0.821 0.872  0.13
H7 -3.866 -1.294 -2.611  0.03
O1 0.108 1.570 -1.943  -0.26
H8 -0.805 1.422 -1.672  0.03
H9 1.224 2.285 -1.907  0.26


Stability, lowest: c)


a) Computed, not measured: a gas-phase ion, C4H8NOS (charge -1), with ωB97M-V with the def2-TZVPD basis set.

Output
- Net charge: -1
- HOMO: -2.5 eV

Last column: Löwdin charge in e.
Positions of all 15 atoms, in Å:
C1 -0.680 -0.310 -0.873  -0.25
C2 0.340 -1.471 -0.953  -0.78
S1 0.912 -1.737 -2.670  0.06
C3 -1.129 -0.095 0.533  -0.53
N1 -0.268 0.606 1.338  0.00
C4 0.799 1.462 0.845  -0.10
O1 -2.146 -0.578 1.011  0.02
H1 -0.189 0.538 -1.350  0.08
H2 -1.517 -0.559 -1.515  0.10
H3 1.208 -1.243 -0.326  0.02
H4 -0.111 -2.381 -0.550  0.04
H5 -0.578 0.765 2.288  0.13
H6 0.488 2.329 0.251  0.08
H7 1.506 0.866 0.262  0.08
H8 1.366 1.809 1.708  0.07


b) Computed, not measured: a gas-phase ion, C4H8NOS (charge -1), with ωB97M-V with the def2-TZVPD basis set.

Output
- Net charge: -1
- HOMO: -2.6 eV

Last column: Löwdin charge in e.
Positions of all 15 atoms, in Å:
O1 -1.061 -1.632 -1.999  -0.02
C1 -0.318 -1.127 -1.156  -0.57
N1 -0.549 0.091 -0.647  0.06
C2 0.188 0.774 0.426  -0.32
C3 -0.630 1.868 1.095  -0.78
S1 0.156 2.337 2.690  0.06
C4 0.841 -1.930 -0.597  -0.01
H1 -1.326 0.538 -1.116  0.14
H2 1.041 1.293 -0.016  0.10
H3 0.525 0.041 1.149  0.07
H4 -1.671 1.578 1.224  0.04
H5 -0.514 2.776 0.506  0.02
H6 1.690 -1.773 -1.254  0.08
H7 1.055 -1.854 0.462  0.07
H8 0.571 -2.981 -0.767  0.08


Stability, lowest: a)


a) Computed, not measured: a molecular structure, C4H6S2, with ωB97M-V with the def2-TZVPD basis set.

Output
- HOMO: -8.9 eV

Last column: Löwdin charge in e.
Positions of all 12 atoms, in Å:
C1 0.067 0.369 0.797  -0.82
C2 1.135 1.311 0.778  -0.28
C3 1.418 1.954 -0.340  0.01
C4 -0.815 0.573 -0.424  -0.70
H1 0.230 -2.284 -0.512  0.06
H2 -0.416 0.787 1.637  0.10
H3 1.575 1.528 1.745  0.11
H4 2.523 2.403 -0.531  0.13
H5 0.797 1.629 -1.178  0.04
H6 -1.235 1.562 -0.417  0.07
S1 0.519 -1.368 1.052  0.59
S2 -1.413 -0.561 -1.403  0.70


b) Computed, not measured: a single C4H6S2 molecule, with ωB97M-V with the def2-TZVPD basis set.

Output
- HOMO: -8.2 eV

Last column: Löwdin charge in e.
Positions of all 12 atoms, in Å:
C1 -0.613 -0.753 -0.422  -0.67
C2 0.825 -0.163 -0.856  -0.01
C3 0.232 -0.295 0.909  -0.29
C4 0.435 1.088 1.082  -0.64
H1 -2.909 -0.731 -1.428  0.00
H2 -0.706 -1.931 -0.506  0.14
H3 0.950 0.927 -1.223  0.12
H4 1.569 -0.769 -1.269  0.05
H5 0.840 -0.978 1.547  0.11
H6 -0.316 1.757 0.472  0.07
S1 -2.054 0.252 -0.541  0.68
S2 1.746 1.596 2.236  0.43


Stability, lowest: b)